Entry 1:
{
  "formula": "C5H13ClN2",
  "method": "ωB97M-V/def2-TZVPD",
  "homo_ha": -0.34692,
  "smiles": "C=C(C)CC.NNCl",
  "e_lumo_ha": 0.028,
  "e_tot_ha": -767.8924,
  "e_above_lowest_kcal_mol": 30.2,
  "gap_ev": 10.21,
  "symbols": ["H", "H", "H", "N", "C", "H", "H", "C", "H", "H", "C", "C", "C", "Cl", "H", "H", "H", "N", "H", "H", "H"],
  "coordinates": [[-1.53062, -0.17559, 1.36504], [1.09554, -1.97429, -0.24068], [1.48107, -0.58689, -1.34513], [2.79492, 0.74255, 1.71015], [-0.40481, -0.56717, -0.36881], [0.85048, 0.66531, 2.20472], [-2.83851, 1.47636, -1.90126], [0.68050, -1.34235, -0.98752], [-0.75231, 0.14292, -2.35355], [-0.32761, 1.31641, -0.99347], [-0.90805, 0.47973, -1.29552], [-2.45773, 0.77010, -1.14783], [-0.78077, -0.79338, 0.88240], [2.45255, 1.82529, 0.30480], [0.22805, -1.91985, -1.81954], [1.40415, -0.61361, 1.44887], [-0.34190, -1.58784, 1.45447], [1.68410, 0.07373, 2.19701], [3.10960, 1.29299, 2.46210], [-2.47453, 0.97242, -0.11905], [-2.96413, -0.19682, -1.45721]]
}


Entry 2:
{
  "formula": "C5H13N",
  "method": "ωB97M-V/def2-TZVPD",
  "homo_ha": [-0.04008, -0.03793],
  "multiplicity": 2,
  "total_charge": -1,
  "e_lumo_ha": [0.165, 0.164],
  "e_tot_ha": -252.7931,
  "e_above_lowest_kcal_mol": 130.8,
  "gap_ev": [5.59, 5.50],
  "symbols": ["H", "C", "H", "H", "C", "H", "N", "H", "H", "H", "C", "H", "H", "H", "C", "H", "H", "H", "C"],
  "coordinates": [[-1.28006, 0.16806, 1.76045], [0.63726, -0.52909, 1.87070], [1.20351, -1.37313, 2.47428], [1.20448, -1.34896, -0.24078], [0.69482, 0.76634, -0.34952], [-0.96088, -0.61776, 3.24360], [-0.82436, 0.91316, -0.77590], [1.24715, 1.74552, -3.59409], [-0.26578, -0.61883, -2.17122], [1.15429, 0.77944, -1.35770], [-1.07091, -0.01962, -1.66451], [0.58814, 1.32441, -3.55289], [-1.06643, -0.18942, -0.28899], [0.89616, 0.43751, 2.38862], [0.98217, -0.49983, 0.37172], [-1.27739, -1.56822, 1.66319], [1.06762, 1.70648, 0.00979], [-2.07961, -0.36628, -1.97149], [-0.85018, -0.70978, 2.18475]]
}


Entry 3:
{
  "formula": "C5H13N",
  "method": "ωB97M-V/def2-TZVPD",
  "homo_ha": -0.30024,
  "smiles": "CNCC(C)C",
  "e_lumo_ha": 0.043,
  "e_tot_ha": -253.0155,
  "e_above_lowest_kcal_mol": 29.8,
  "gap_ev": 9.34,
  "symbols": ["H", "C", "H", "N", "H", "H", "C", "H", "H", "H", "H", "C", "C", "H", "H", "H", "H", "C", "H"],
  "coordinates": [[-0.67078, 0.76734, -1.64255], [-0.18493, -0.96707, 0.46469], [-1.26596, -0.95319, 0.60726], [-0.12987, 1.18331, -0.91166], [-1.18630, 2.91962, -1.66545], [0.27505, -2.60655, 1.80232], [-0.43504, 2.62377, -0.93465], [1.68350, -1.62213, 1.36233], [-0.62260, -1.26169, -1.60770], [0.47058, 3.19161, -1.17572], [-0.49286, 2.86723, 0.13563], [0.61494, -1.59656, 1.57512], [0.05660, -1.69093, -0.86817], [0.49652, -1.08691, 2.53650], [1.06955, -1.51522, -1.21010], [-0.70890, 1.06110, 1.04133], [-0.10307, -2.74536, -0.63329], [0.05445, 0.58569, 0.41969], [1.07910, 0.84593, 0.70442]]
}


Entry 4:
{
  "formula": "C5H13N",
  "method": "ωB97M-V/def2-TZVPD",
  "homo_ha": -0.32927,
  "smiles": "CC(C)[C@H](C)N",
  "e_lumo_ha": 0.041,
  "e_tot_ha": -253.0441,
  "e_above_lowest_kcal_mol": 11.9,
  "gap_ev": 10.08,
  "symbols": ["C", "H", "H", "C", "H", "H", "H", "H", "H", "C", "H", "C", "H", "H", "C", "N", "H", "H", "H"],
  "coordinates": [[-1.80979, -0.85490, -0.28841], [2.09663, 0.68163, 1.77521], [-2.58424, -0.62647, -1.02077], [-0.89311, 0.30851, 0.04138], [-1.29879, 1.08190, -1.88423], [-1.38564, -1.77858, -0.70115], [0.95087, -1.75019, -0.80094], [2.34732, -1.10538, -0.10223], [-2.20829, -1.18299, 0.67740], [0.49535, -0.18292, 0.58215], [1.20852, 1.87208, 0.69227], [1.15603, 0.98705, 1.32411], [-1.33283, 0.93085, 0.81663], [0.25576, 1.14004, -1.46396], [1.37926, -0.78315, -0.50417], [-0.67386, 1.21007, -1.10815], [0.21004, -1.01072, 1.23225], [1.59301, -0.23250, -1.40599], [0.49374, 1.29566, 2.13861]]
}


Entry 5:
{
  "formula": "C5H13N",
  "method": "ωB97M-V/def2-TZVPD",
  "homo_ha": -0.31495,
  "smiles": "CCCN(C)C",
  "e_lumo_ha": 0.042,
  "e_tot_ha": -252.9827,
  "e_above_lowest_kcal_mol": 50.4,
  "gap_ev": 9.72,
  "symbols": ["N", "H", "C", "H", "H", "C", "H", "H", "H", "C", "C", "C", "H", "H", "H", "H", "H", "H", "H"],
  "coordinates": [[-0.43262, 0.39309, 0.58488], [1.32065, 1.59520, 0.91243], [0.22711, 1.65964, 0.83252], [-2.00720, 0.94874, 1.97082], [1.74527, -2.83264, -0.87943], [1.17731, -0.64925, -1.17340], [-1.02850, -0.77799, -1.20654], [-0.16380, 2.47222, 0.08872], [0.30756, -2.56297, 0.13062], [-1.97185, 0.54049, 0.89360], [-0.26875, -0.08039, -0.86485], [1.33061, -1.96249, -0.31235], [1.26916, -0.73892, -2.26143], [1.93550, 0.05496, -0.88445], [-2.43152, 1.28636, 0.18163], [-2.50764, -0.47026, 0.72380], [0.01769, 2.14647, 1.84978], [1.91382, -1.73519, 0.58916], [-0.30922, 0.81441, -1.56242]]
}


Entry 6:
{
  "formula": "C5H13N",
  "method": "ωB97M-V/def2-TZVPD",
  "homo_ha": -0.35338,
  "smiles": "C=NC.CCC",
  "e_lumo_ha": 0.037,
  "e_tot_ha": -253.0014,
  "e_above_lowest_kcal_mol": 38.7,
  "gap_ev": 10.61,
  "symbols": ["H", "H", "H", "H", "H", "H", "C", "C", "C", "H", "H", "H", "C", "H", "H", "H", "C", "H", "N"],
  "coordinates": [[3.20300, -0.17105, -0.25510], [-2.57956, -0.22544, -1.17254], [4.30160, 0.54996, 2.10328], [2.76725, 1.74769, 3.31640], [-5.35261, -2.07510, -3.61532], [1.87921, 0.81596, 0.32089], [2.71992, 0.19488, 0.64717], [-4.93991, -2.01653, -2.61226], [-3.20310, -1.07811, -1.42665], [4.32244, 1.63552, 0.77341], [-3.39121, -1.84521, -0.67249], [-4.63824, -3.00188, -2.24182], [2.91563, 2.12939, 2.33192], [-5.73627, -1.62120, -1.98271], [3.53976, 3.01179, 2.52848], [2.30152, -0.64849, 1.18444], [3.63589, 1.11689, 1.44464], [2.04135, 2.59065, 1.87279], [-3.78667, -1.10972, -2.54451]]
}


Entry 7:
{
  "formula": "C5H13N",
  "method": "ωB97M-V/def2-TZVPD",
  "homo_ha": -0.32167,
  "smiles": "CCCNCC",
  "e_lumo_ha": 0.044,
  "e_tot_ha": -253.0331,
  "e_above_lowest_kcal_mol": 18.8,
  "gap_ev": 9.96,
  "symbols": ["H", "N", "C", "H", "C", "H", "H", "H", "H", "H", "H", "H", "H", "H", "C", "C", "H", "H", "C"],
  "coordinates": [[-1.48633, 0.89244, -0.80776], [0.20740, 0.35268, 0.30610], [0.79764, 1.05900, 2.59010], [-0.93493, -0.14451, -2.81118], [0.19302, -1.86570, -1.97541], [1.03626, -1.90554, -1.28322], [-1.22170, 1.14782, 1.63912], [-0.58400, -2.58461, -1.69681], [0.08045, 2.30059, 0.98307], [0.37806, 1.43930, 3.51554], [0.47179, -0.51091, 0.77685], [0.63755, -2.14405, -2.93295], [1.73495, 1.62817, 2.47115], [-1.57201, -0.80660, -0.24352], [-0.29761, -0.43471, -1.96389], [-0.12564, 1.31457, 1.39738], [0.98514, 0.00193, 2.77952], [0.57282, 0.23904, -2.13667], [-0.87286, 0.02109, -0.60744]]
}


Entry 8:
{
  "formula": "C5H13N",
  "method": "ωB97M-V/def2-TZVPD",
  "homo_ha": -0.30007,
  "smiles": "CCN(C)CC",
  "e_lumo_ha": 0.035,
  "e_tot_ha": -252.8598,
  "e_above_lowest_kcal_mol": 127.6,
  "gap_ev": 9.13,
  "symbols": ["N", "H", "H", "H", "C", "C", "H", "H", "H", "C", "H", "H", "H", "C", "H", "H", "H", "C", "H"],
  "coordinates": [[0.06212, 0.10538, 0.08826], [-3.53535, -0.75109, -0.18477], [-1.11395, 1.83566, 0.50972], [-2.28331, -0.35738, 1.67532], [-2.57194, -0.23890, 0.37706], [1.20958, -0.61118, -0.37142], [2.84404, 0.78459, 0.33076], [-0.32892, 1.78494, -1.32558], [1.27781, -0.70668, -1.39820], [-1.10408, -0.75467, -0.22045], [-1.44190, -0.42053, -1.17201], [2.49684, -0.36197, 1.43472], [-0.90941, -1.87861, -0.10463], [2.50852, -0.19475, 0.44018], [3.57073, -0.73528, 0.04479], [1.05015, 2.07743, -0.04421], [-2.83813, 0.73998, 0.26690], [-0.04675, 1.42409, -0.15513], [1.15393, -1.74102, -0.19129]]
}